1.
Formula: C29H59ClO13P2
Source: the OMol25 dataset
Level of theory: ωB97M-V with the def2-TZVPD basis set

Calculated values
- E: -88748.4901 eV
- HOMO level: -8.98 eV
- LUMO level: 0.010 Eh

Positions of all 104 atoms, in Å:
Cl  2.785  3.274  2.382
P  1.201  3.728  1.098
P  0.218  1.045  0.978
O  -0.068  3.958  2.133
O  0.377  -1.643  -5.806
O  0.447  1.150  2.572
O  0.987  -2.792  -10.712
O  0.856  2.344  0.198
O  -2.800  6.266  6.539
O  -2.397  1.416  -2.804
O  -3.367  2.234  5.114
O  4.622  -1.869  4.678
O  -1.325  0.800  0.599
O  0.940  -0.129  0.528
O  -3.791  2.311  2.914
O  0.044  -4.298  4.364
C  1.856  -2.899  -7.167
C  3.966  -2.194  3.446
C  -1.659  6.817  8.542
C  2.353  -2.732  -11.140
C  0.197  -5.332  3.384
C  1.648  -1.694  -5.147
C  -4.039  4.345  4.294
C  -3.713  5.038  2.938
C  -2.221  1.827  1.091
C  -2.478  8.021  8.098
C  1.272  -6.273  3.902
C  0.738  -4.682  5.560
C  1.095  -6.151  5.407
C  -1.443  0.007  -4.456
C  4.231  -0.552  5.085
C  -2.537  1.695  2.587
C  1.458  -4.763  -11.941
C  3.514  0.077  3.899
C  -3.690  2.857  4.178
C  2.404  -2.868  -5.747
C  -1.771  0.311  -2.137
C  -2.381  1.181  -4.219
C  -2.310  5.689  7.758
C  0.455  -4.085  -11.022
C  2.771  -4.155  -11.471
C  0.404  -2.509  -6.949
C  -2.746  7.695  6.637
C  -1.612  -0.790  -3.172
C  2.896  -1.140  3.229
H  2.402  -2.087  -12.024
H  -3.163  5.268  8.300
H  -0.025  -1.993  -7.809
H  2.358  -2.144  -7.776
H  2.166  -0.748  -5.339
H  -2.832  4.561  2.495
H  -0.765  -5.846  3.281
H  -1.683  -0.553  -5.354
H  3.568  -4.202  -12.212
H  -3.404  0.942  -4.533
H  2.657  -0.988  2.176
H  0.457  -4.885  2.423
H  -0.377  4.862  1.963
H  2.786  0.833  4.193
H  -1.751  2.244  3.123
H  -2.380  0.005  -1.290
H  3.486  -2.747  -5.696
H  -1.931  8.048  5.996
H  4.238  0.543  3.227
H  1.163  -7.290  3.527
H  1.497  -1.795  -4.071
H  -2.062  2.088  -4.736
H  5.113  0.013  5.393
H  -0.415  0.361  -4.541
H  -3.682  8.121  6.275
H  -1.616  4.881  7.526
H  3.553  -3.203  3.505
H  -1.842  2.814  0.805
H  -1.671  6.649  9.617
H  -0.801  0.647  -1.766
H  -3.476  4.829  5.095
H  0.201  0.268  2.903
H  -0.778  -1.458  -2.957
H  -3.177  1.710  0.562
H  4.716  -2.171  2.649
H  0.261  -6.776  5.736
H  2.261  -5.907  3.613
H  -3.419  8.054  8.653
H  2.138  -3.791  -5.226
H  1.267  -4.479  -12.979
H  2.962  -2.287  -10.351
H  3.562  -0.650  5.947
H  -1.969  8.974  8.233
H  1.427  -5.850  -11.875
H  3.114  -4.665  -10.567
H  1.978  -1.426  3.751
H  -0.619  6.940  8.227
H  -5.103  4.402  4.559
H  -0.214  -3.386  -6.724
H  -2.445  0.653  2.921
H  1.978  -6.435  5.978
H  -2.525  -1.390  -3.225
H  1.638  -4.062  5.642
H  -0.528  -3.973  -11.481
H  -3.551  6.112  3.058
H  0.105  -4.492  6.428
H  1.967  -3.864  -7.661
H  0.340  -4.638  -10.082
H  -4.541  4.821  2.253

Atom charges from the Löwdin analysis, given in e for atoms 1 to 2: number 1, Cl, carries 0.256; number 2, P, carries 0.561



2.
Formula: C29H60N3O5P2S3
Source: the OMol25 dataset
Level of theory: ωB97M-V with the def2-TZVPD basis set

Calculated values
- E: -96832.3861 eV
- HOMO level (spin up / spin down): -8.00 / -8.93 eV
- Multiplicity: 4
- LUMO level (spin up / spin down): 0.009 / 0.008 Eh

Positions of all 102 atoms, in Å:
S  -4.359  -2.670  1.211
S  -2.567  4.341  0.215
S  -4.848  -0.125  -1.349
P  -2.920  2.497  0.641
P  -2.999  -1.400  0.707
O  -0.030  -3.675  -0.531
O  4.228  0.912  -3.405
O  -2.148  0.408  -1.149
O  -4.354  0.983  3.624
O  -0.585  1.444  0.061
N  -5.158  1.112  4.609
N  4.949  1.955  -3.541
N  0.898  -3.518  -1.393
C  5.756  1.956  -4.811
C  -3.872  0.357  6.560
C  1.786  -2.334  -1.116
C  2.597  -5.179  -0.764
C  0.448  -5.879  -1.860
C  -3.390  2.571  5.474
C  3.360  2.897  -1.932
C  -6.536  -0.400  3.285
C  4.131  3.756  -5.639
C  2.431  -1.785  -2.395
C  4.232  3.216  -3.142
C  -6.180  0.008  4.707
C  1.537  -4.813  -1.811
C  0.923  -1.223  -0.529
C  3.581  -4.047  -0.479
C  -5.449  2.314  6.798
C  2.155  -4.722  -3.208
C  -4.866  -0.786  6.758
C  -5.531  -1.174  5.440
C  6.205  0.523  -5.077
C  3.363  3.663  -4.323
C  -7.461  0.469  5.415
C  -1.742  1.292  -0.193
C  7.016  2.826  -4.688
C  -3.160  -0.593  -0.939
C  -4.482  1.581  5.866
C  4.854  2.448  -5.950
C  2.850  -2.763  -0.098
C  5.205  4.322  -2.725
H  -6.302  -1.932  5.604
H  0.891  -6.807  -2.225
H  -3.808  3.402  4.905
H  0.483  -1.515  0.421
H  -4.782  -1.620  4.778
H  6.854  3.861  -4.981
H  -3.461  0.681  7.520
H  -3.033  0.000  5.955
H  4.111  1.672  -6.160
H  7.786  2.423  -5.345
H  2.363  -2.906  0.872
H  -4.197  2.024  0.326
H  -7.663  1.522  5.219
H  1.775  -1.912  -3.256
H  5.360  -0.142  -5.228
H  -5.651  -0.777  2.787
H  1.432  -4.326  -3.922
H  3.393  -2.236  -2.626
H  -5.616  -0.514  7.506
H  -5.283  0.061  -0.094
H  -1.702  -1.922  0.639
H  2.914  4.627  -4.068
H  3.962  2.497  -1.115
H  3.556  -1.936  0.017
H  7.405  2.812  -3.670
H  6.799  0.142  -4.245
H  5.765  4.750  -3.550
H  -4.339  -1.653  7.160
H  -2.904  -1.373  -1.662
H  -2.617  2.101  4.873
H  -7.438  0.317  6.492
H  -0.352  -5.584  -2.541
H  5.470  2.551  -6.848
H  2.885  3.820  -1.594
H  -2.938  2.964  6.386
H  2.584  2.175  -2.172
H  4.238  -4.341  0.342
H  4.231  -3.878  -1.342
H  2.428  -5.729  -3.524
H  6.822  0.519  -5.977
H  3.126  -6.070  -1.115
H  0.014  -6.058  -0.881
H  -8.300  -0.109  5.027
H  3.432  3.978  -6.447
H  -2.734  2.087  1.970
H  -7.296  -1.182  3.306
H  2.615  -0.718  -2.276
H  -5.986  3.095  6.259
H  2.086  -5.453  0.164
H  -2.918  -0.277  1.552
H  -6.176  1.665  7.276
H  0.122  -0.940  -1.214
H  1.553  -0.348  -0.365
H  5.912  3.952  -1.982
H  -6.929  0.453  2.727
H  3.051  -4.112  -3.253
H  4.837  4.591  -5.612
H  4.628  5.129  -2.272
H  2.542  2.948  -4.437
H  -4.867  2.786  7.590

Atom charges from the Löwdin analysis, given in e for atoms 1 to 2: number 1, S, carries 0.189; number 2, S, carries 0.152



Question: What is the formula in the second record?
Answer: C29H60N3O5P2S3



Question: Among the records above, which one has the highest E?
Answer: C29H59ClO13P2



Question: What is the formula in the second record?
Answer: C29H60N3O5P2S3